Entry 1:
This record from the Open Molecules 2025 dataset describes a 6-piece molecular cluster, C33H75N3O9 overall. The level of theory is ωB97M-V/def2-TZVPD.

## Properties
**HOMO level**: -8.2 eV
**LUMO level**: 0.34 eV
**Orbital gap**: 8.52 eV
**M**: 657.97 Da
**SMILES**: CC1(C)CCCC(C)(C)N1O.CC1(C)CCCC(C)(C)N1O.CC1(C)CCCC(C)(C)N1O.OCCO.OCCO.OCCO
**Energy relative to the best compared isomer or geometry (same formula, charge and spin)**: 598.0 kJ/mol

Bonds (Å) are listed after each position.
Cartesian coordinates (Å):
1 C 0.44 -25.30 17.55  C2 1.501, H12 1.090, H13 1.090, H14 1.090
2 C -0.15 -26.09 16.42  C1 1.501, C3 1.586, C4 1.549, N10 1.527
3 C -1.53 -26.58 17.04  C2 1.586, H15 1.090, H16 1.090, H17 1.090
4 C -0.45 -25.05 15.31  C2 1.549, C5 1.569, H18 1.090, H19 1.090
5 C -0.73 -25.83 13.98  C4 1.569, C6 1.498, H20 1.090, H21 1.090
6 C 0.47 -26.61 13.55  C5 1.498, C7 1.514, H22 1.090, H23 1.090
7 C 0.64 -27.79 14.48  C6 1.514, C8 1.559, C9 1.559, N10 1.595
8 C -0.57 -28.76 14.32  C7 1.559, H24 1.090, H25 1.090, H26 1.090
9 C 1.93 -28.50 13.98  C7 1.559, H27 1.090, H28 1.090, H29 1.090
10 N 0.84 -27.14 15.92  C2 1.527, C7 1.595, O11 1.392
11 O 1.32 -28.03 16.88  N10 1.392, H30 0.960
12 H 1.33 -24.74 17.28  C1 1.090
13 H -0.30 -24.60 17.93  C1 1.090
14 H 0.77 -25.96 18.35  C1 1.090
15 H -2.11 -25.87 17.63  C3 1.090
16 H -2.30 -26.78 16.29  C3 1.090
17 H -1.37 -27.53 17.55  C3 1.090
18 H -1.36 -24.46 15.42  C4 1.090
19 H 0.35 -24.31 15.27  C4 1.090
20 H -1.69 -26.35 14.06  C5 1.090
21 H -0.93 -25.05 13.25  C5 1.090
22 H 1.28 -25.88 13.58  C6 1.090
23 H 0.35 -26.93 12.52  C6 1.090
24 H -1.26 -28.73 15.16  C8 1.090
25 H -0.46 -29.84 14.44  C8 1.090
26 H -1.15 -28.69 13.40  C8 1.090
27 H 2.02 -29.45 14.52  C9 1.090
28 H 2.76 -27.83 14.20  C9 1.090
29 H 1.75 -28.78 12.95  C9 1.090
30 H 2.24 -27.76 16.99  O11 0.960
31 C 7.18 -30.57 -2.58  C32 1.569, H42 1.090, H43 1.090, H44 1.090
32 C 6.34 -30.91 -3.86  C31 1.569, C33 1.567, C34 1.566, N40 1.516
33 C 6.02 -32.44 -3.72  C32 1.567, H45 1.090, H46 1.090, H47 1.090
34 C 4.97 -30.15 -3.86  C32 1.566, C35 1.482, H48 1.090, H49 1.090
35 C 5.08 -28.73 -4.26  C34 1.482, C36 1.521, H50 1.090, H51 1.090
36 C 5.57 -28.69 -5.70  C35 1.521, C37 1.569, H52 1.090, H53 1.090
37 C 6.94 -29.43 -5.89  C36 1.569, C38 1.509, C39 1.535, N40 1.432
38 C 7.17 -29.57 -7.37  C37 1.509, H54 1.090, H55 1.090, H56 1.090
39 C 8.02 -28.54 -5.27  C37 1.535, H57 1.090, H58 1.090, H59 1.090
40 N 6.97 -30.70 -5.22  C32 1.516, C37 1.432, O41 1.450
41 O 8.20 -31.43 -5.47  N40 1.450, H60 0.960
42 H 6.58 -30.68 -1.67  C31 1.090
43 H 8.07 -31.20 -2.54  C31 1.090
44 H 7.58 -29.56 -2.46  C31 1.090
45 H 5.45 -32.79 -4.58  C33 1.090
46 H 6.87 -33.12 -3.73  C33 1.090
47 H 5.42 -32.76 -2.87  C33 1.090
48 H 4.13 -30.63 -4.36  C34 1.090
49 H 4.34 -30.31 -2.98  C34 1.090
50 H 4.06 -28.36 -4.13  C35 1.090
51 H 5.55 -28.10 -3.51  C35 1.090
52 H 5.49 -27.67 -6.08  C36 1.090
53 H 4.85 -29.30 -6.25  C36 1.090
54 H 8.24 -29.46 -7.59  C38 1.090
55 H 6.63 -28.86 -7.98  C38 1.090
56 H 6.90 -30.55 -7.77  C38 1.090
57 H 8.90 -29.19 -5.26  C39 1.090
58 H 7.63 -28.20 -4.31  C39 1.090
59 H 8.19 -27.63 -5.85  C39 1.090
60 H 8.02 -32.12 -6.11  O41 0.960
61 C 4.58 -19.65 -3.30  C62 1.569, H72 1.090, H73 1.090, H74 1.090
62 C 5.20 -18.93 -4.54  C61 1.569, C63 1.587, C64 1.612, N70 1.559
63 C 4.51 -19.66 -5.77  C62 1.587, H75 1.090, H76 1.090, H77 1.090
64 C 4.56 -17.45 -4.55  C62 1.612, C65 1.544, H78 1.090, H79 1.090
65 C 5.42 -16.55 -5.47  C64 1.544, C66 1.526, H80 1.090, H81 1.090
66 C 6.93 -16.65 -5.30  C65 1.526, C67 1.532, H82 1.090, H83 1.090
67 C 7.52 -18.06 -5.32  C66 1.532, C68 1.543, C69 1.638, N70 1.508
68 C 7.68 -18.36 -6.83  C67 1.543, H84 1.090, H85 1.090, H86 1.090
69 C 8.99 -17.92 -4.61  C67 1.638, H87 1.090, H88 1.090, H89 1.090
70 N 6.75 -18.94 -4.37  C62 1.559, C67 1.508, O71 1.351
71 O 7.27 -20.19 -4.40  N70 1.351, H90 0.960
72 H 5.13 -20.55 -3.04  C61 1.090
73 H 4.74 -19.12 -2.36  C61 1.090
74 H 3.50 -19.85 -3.32  C61 1.090
75 H 4.81 -19.34 -6.77  C63 1.090
76 H 4.79 -20.71 -5.82  C63 1.090
77 H 3.44 -19.61 -5.55  C63 1.090
78 H 3.53 -17.56 -4.86  C64 1.090
79 H 4.80 -17.06 -3.56  C64 1.090
80 H 5.19 -16.73 -6.52  C65 1.090
81 H 5.28 -15.48 -5.32  C65 1.090
82 H 7.03 -16.07 -4.38  C66 1.090
83 H 7.37 -16.06 -6.11  C66 1.090
84 H 8.54 -19.02 -6.95  C68 1.090
85 H 7.90 -17.51 -7.48  C68 1.090
86 H 6.77 -18.84 -7.18  C68 1.090
87 H 8.87 -17.59 -3.57  C69 1.090
88 H 9.55 -17.27 -5.28  C69 1.090
89 H 9.52 -18.86 -4.42  C69 1.090
90 H 6.69 -20.50 -5.11  O71 0.960
91 O 11.33 -24.13 0.19  C92 1.407, H95 0.960
92 C 12.53 -24.41 -0.50  O91 1.407, C93 1.517, H96 1.090, H97 1.090
93 C 13.31 -25.47 0.25  C92 1.517, O94 1.442, H98 1.090, H99 1.090
94 O 13.24 -25.30 1.68  C93 1.442, H100 0.960
95 H 10.93 -23.55 -0.46  O91 0.960
96 H 12.41 -24.73 -1.53  C92 1.090
97 H 12.98 -23.41 -0.54  C92 1.090
98 H 14.38 -25.55 0.07  C93 1.090
99 H 12.77 -26.42 0.21  C93 1.090
100 H 12.31 -25.11 1.82  O94 0.960
101 O 8.34 -30.18 8.02  C102 1.471, H105 0.960
102 C 9.21 -31.36 7.97  O101 1.471, C103 1.544, H106 1.090, H107 1.090
103 C 8.83 -31.86 6.56  C102 1.544, O104 1.374, H108 1.090, H109 1.090
104 O 9.11 -30.93 5.58  C103 1.374, H110 0.960
105 H 8.26 -29.79 8.90  O101 0.960
106 H 10.25 -31.03 7.98  C102 1.090
107 H 8.99 -32.11 8.73  C102 1.090
108 H 7.77 -32.05 6.44  C103 1.090
109 H 9.33 -32.80 6.29  C103 1.090
110 H 8.95 -30.04 5.88  O104 0.960
111 O 6.68 -25.87 4.51  C112 1.430, H115 0.960
112 C 5.32 -26.05 4.12  O111 1.430, C113 1.463, H116 1.090, H117 1.090
113 C 4.50 -26.25 5.32  C112 1.463, O114 1.402, H118 1.090, H119 1.090
114 O 4.32 -27.61 5.63  C113 1.402, H120 0.960
115 H 7.13 -25.46 3.76  O111 0.960
116 H 5.05 -25.12 3.63  C112 1.090
117 H 5.14 -26.92 3.49  C112 1.090
118 H 3.56 -25.83 4.97  C113 1.090
119 H 4.73 -25.65 6.20  C113 1.090
120 H 5.12 -28.06 5.91  O114 0.960

These are the Löwdin partial charges, in e, on atoms 1 to 4:
1. C -0.0800
2. C -0.4754
3. C -0.0415
4. C -0.1271

=====

Entry 2:
This record from the Open Molecules 2025 dataset describes a 5-piece molecular cluster, C33H77N4O3 overall. The level of theory is ωB97M-V/def2-TZVPD.

## Properties
**HOMO level**: -14.8 eV
**LUMO level**: -5.28 eV
**Orbital gap**: 9.51 eV
**M**: 578.00 Da
**Charge**: +3

Bonds (Å) are listed after each position.
Cartesian coordinates (Å):
1 O -0.77 -2.14 1.40  H2 0.958, H99 0.923
2 H -0.92 -2.51 2.27  O1 0.958
3 C -2.06 -5.09 -3.55  C4 1.518, H12 1.098, H13 1.057, H14 1.074
4 C -2.00 -5.80 -2.21  C3 1.518, C5 1.459, H15 1.114, H16 1.032
5 C -0.62 -5.84 -1.75  C4 1.459, N6 1.464, H17 1.123, H18 1.122
6 N -0.28 -6.54 -0.51  C5 1.464, C7 1.522, C8 1.528, C11 1.523
7 C 1.12 -6.04 -0.17  N6 1.522, H19 1.092, H20 1.079, H21 1.112
8 C -0.10 -8.04 -0.72  N6 1.528, C9 1.561, H22 1.105, H23 1.108
9 C -0.67 -8.60 0.62  C8 1.561, C10 1.528, H24 1.101, H25 1.117
10 C -1.80 -7.62 0.92  C9 1.528, C11 1.503, H26 1.080, H27 1.048
11 C -1.23 -6.26 0.65  N6 1.523, C10 1.503, H28 1.076, H29 1.079
12 H -3.08 -5.10 -3.96  C3 1.098
13 H -1.51 -5.70 -4.22  C3 1.057
14 H -1.71 -4.08 -3.42  C3 1.074
15 H -2.37 -6.84 -2.31  C4 1.114
16 H -2.59 -5.40 -1.46  C4 1.032
17 H -0.17 -4.81 -1.77  C5 1.123
18 H 0.01 -6.34 -2.52  C5 1.122
19 H 0.99 -4.99 0.09  C7 1.092
20 H 1.81 -6.24 -0.97  C7 1.079
21 H 1.55 -6.60 0.69  C7 1.112
22 H 0.94 -8.35 -0.93  C8 1.105
23 H -0.76 -8.31 -1.57  C8 1.108
24 H 0.09 -8.61 1.43  C9 1.101
25 H -1.02 -9.65 0.48  C9 1.117
26 H -2.29 -7.69 1.88  C10 1.080
27 H -2.53 -7.87 0.21  C10 1.048
28 H -0.67 -5.70 1.38  C11 1.076
29 H -1.98 -5.58 0.27  C11 1.079
30 C -7.53 0.81 0.83  C31 1.624, H39 1.113, H40 1.049, H41 1.127
31 C -8.08 2.31 1.12  C30 1.624, C32 1.549, H42 1.174, H43 1.093
32 C -7.29 3.26 0.18  C31 1.549, N33 1.579, H44 1.087, H45 1.121
33 N -7.27 4.77 0.63  C32 1.579, C34 1.502, C35 1.463, C38 1.539
34 C -6.32 4.87 1.79  N33 1.502, H46 1.061, H47 1.071, H48 1.076
35 C -8.55 5.30 1.10  N33 1.463, C36 1.506, H49 1.121, H50 1.082
36 C -8.39 6.80 1.06  C35 1.506, C37 1.532, H51 1.065, H52 1.098
37 C -7.66 6.98 -0.28  C36 1.532, C38 1.474, H53 1.042, H54 1.073
38 C -6.86 5.76 -0.48  N33 1.539, C37 1.474, H55 1.106, H56 1.108
39 H -6.67 0.94 0.13  C30 1.113
40 H -8.27 0.23 0.36  C30 1.049
41 H -7.26 0.21 1.74  C30 1.127
42 H -7.89 2.49 2.26  C31 1.174
43 H -9.17 2.34 1.09  C31 1.093
44 H -7.94 3.40 -0.68  C32 1.087
45 H -6.23 3.02 -0.09  C32 1.121
46 H -6.18 5.89 2.05  C34 1.061
47 H -5.44 4.38 1.44  C34 1.071
48 H -6.78 4.35 2.61  C34 1.076
49 H -8.84 4.91 2.11  C35 1.121
50 H -9.45 4.99 0.58  C35 1.082
51 H -7.69 7.01 1.82  C36 1.065
52 H -9.34 7.33 1.22  C36 1.098
53 H -7.01 7.80 -0.25  C37 1.042
54 H -8.36 7.20 -1.06  C37 1.073
55 H -5.76 5.89 -0.34  C38 1.106
56 H -7.13 5.34 -1.47  C38 1.108
57 C 6.39 2.35 4.72  C58 1.555, H69 1.089, H70 1.093, H71 1.110
58 C 7.13 2.82 3.44  C57 1.555, C59 1.443, H72 1.090, H73 1.087
59 C 6.24 2.99 2.32  C58 1.443, C60 1.514, H74 1.091, H75 1.097
60 C 5.91 1.64 1.72  C59 1.514, N61 1.511, H76 1.120, H77 1.066
61 N 4.85 1.65 0.63  C60 1.511, C62 1.516, C65 1.433, C66 1.531
62 C 3.49 2.12 1.10  N61 1.516, C63 1.494, H78 1.113, H79 1.057
63 C 3.05 0.95 1.91  C62 1.494, C64 1.567, H80 1.137, H81 1.100
64 C 3.77 -0.33 1.38  C63 1.567, C65 1.583, H82 1.084, H83 1.097
65 C 4.63 0.30 0.21  N61 1.433, C64 1.583, H84 1.114, H85 1.060
66 C 5.32 2.63 -0.45  N61 1.531, C67 1.556, H86 1.133, H87 1.109
67 C 6.74 2.34 -1.01  C66 1.556, C68 1.550, H88 1.112, H89 1.026
68 C 6.96 3.42 -2.10  C67 1.550, H90 1.111, H91 1.122, H92 1.086
69 H 5.58 1.65 4.53  C57 1.089
70 H 5.89 3.20 5.18  C57 1.093
71 H 7.08 1.91 5.48  C57 1.110
72 H 7.87 2.09 3.12  C58 1.090
73 H 7.61 3.77 3.67  C58 1.087
74 H 6.61 3.57 1.47  C59 1.091
75 H 5.35 3.58 2.59  C59 1.097
76 H 5.51 1.00 2.55  C60 1.120
77 H 6.78 1.19 1.29  C60 1.066
78 H 2.90 2.29 0.17  C62 1.113
79 H 3.58 3.06 1.58  C62 1.057
80 H 1.92 0.94 1.81  C63 1.137
81 H 3.28 1.09 2.98  C63 1.100
82 H 3.16 -1.15 1.01  C64 1.084
83 H 4.42 -0.69 2.19  C64 1.097
84 H 3.92 0.45 -0.64  C65 1.114
85 H 5.56 -0.19 0.11  C65 1.060
86 H 5.36 3.68 -0.01  C66 1.133
87 H 4.62 2.47 -1.29  C66 1.109
88 H 6.87 1.32 -1.43  C67 1.112
89 H 7.41 2.48 -0.24  C67 1.026
90 H 8.02 3.63 -2.36  C68 1.111
91 H 6.52 4.41 -1.81  C68 1.122
92 H 6.54 3.19 -3.08  C68 1.086
93 C 0.48 2.96 -3.17  O94 1.438, H104 1.109, H105 1.043, H106 1.081
94 O 0.50 2.16 -1.97  C93 1.438, C95 1.420
95 C -0.68 1.40 -1.79  O94 1.420, C96 1.581, H107 1.099, H108 1.099
96 C -0.25 0.33 -0.71  C95 1.581, N97 1.504, H109 1.103, H110 1.111
97 N 1.07 -0.33 -0.97  C96 1.504, H98 1.019, C100 1.504
98 H 1.69 0.37 -1.39  N97 1.019
99 H 0.00 -1.65 1.50  O1 0.923
100 C 1.04 -1.50 -1.91  N97 1.504, C101 1.526, H111 1.053, H112 1.090
101 C 2.39 -2.18 -2.14  C100 1.526, O102 1.391, H113 1.083, H114 1.118
102 O 2.91 -2.58 -0.92  C101 1.391, C103 1.454
103 C 4.30 -2.99 -1.05  O102 1.454, H115 1.097, H116 1.094, H117 1.109
104 H -0.33 3.71 -3.17  C93 1.109
105 H 0.30 2.32 -3.97  C93 1.043
106 H 1.40 3.50 -3.38  C93 1.081
107 H -0.96 1.00 -2.78  C95 1.099
108 H -1.54 2.00 -1.48  C95 1.099
109 H -1.03 -0.45 -0.63  C96 1.103
110 H -0.26 0.92 0.24  C96 1.111
111 H 0.59 -1.23 -2.82  C100 1.053
112 H 0.44 -2.12 -1.23  C100 1.090
113 H 2.99 -1.41 -2.61  C101 1.083
114 H 2.19 -3.02 -2.84  C101 1.118
115 H 4.41 -3.70 -1.88  C103 1.097
116 H 4.63 -3.46 -0.11  C103 1.094
117 H 4.87 -2.07 -1.28  C103 1.109

These are the Löwdin partial charges, in e, on atoms 1 to 4:
1. O -0.0284
2. H 0.0452
3. C -0.0538
4. C -0.2461